Entry from the Open Molecules 2025 dataset: 9 unconnected molecules or ions with the total composition C3H24O8 in a non-equilibrium geometry (ωB97M-V/def2-TZVPD).

The calculation puts the calculated total energy at -19878.344 eV. The SMILES is CCC.O.O.O.O.O.O.O.O. As for the orbital gap: 10.7 eV. The calculation puts the energy above the lowest of the compared OMol25 structures with the same formula, charge and spin at 250.9 kJ/mol. The charge is 0.

Geometry as XYZ:
```
35
Properties=species:S:1:pos:R:3:forces:R:3:lowdin_charge:R:1
C -2.09121 1.93514 0.39838 1.015 3.592 0.626 -0.098
C -1.35553 2.07334 1.80515 0.766 0.985 -2.089 -0.315
C -1.78954 0.98368 2.67891 4.848 0.041 5.521 -0.149
H -1.84637 1.07390 -0.18152 0.681 -0.362 -0.294 0.012
H -1.88083 2.97675 -0.24564 -0.816 -3.004 1.503 0.134
H -3.13770 1.79225 0.65524 -0.330 0.571 -0.239 0.057
H -1.45555 3.07082 2.20956 -0.842 0.274 0.129 0.094
H -0.25561 2.06330 1.72402 -0.333 -0.142 -0.503 0.082
H -0.93492 0.21280 2.80459 -1.205 1.257 0.005 0.078
H -2.09382 1.17057 3.76646 0.339 0.362 -1.519 0.108
H -2.46613 0.40726 2.30578 -4.725 -3.181 -2.502 -0.009
O 1.13038 -1.82988 -2.74694 -0.177 0.041 1.008 -0.138
H 1.50467 -1.31983 -1.96186 -1.332 -0.786 -1.172 0.002
H 0.25150 -2.27754 -2.51218 1.750 1.019 0.106 -0.002
O 2.47621 3.08070 -0.28016 0.629 -1.422 1.257 -0.059
H 2.47494 2.12562 -0.50554 -0.116 0.577 0.085 0.007
H 2.14625 3.52968 -1.02851 -0.590 0.661 -1.306 0.001
O 2.26098 0.01418 -0.81368 0.405 -0.806 0.586 -0.123
H 3.00221 -0.31134 -1.37371 -0.437 0.318 0.887 0.046
H 2.29121 -0.56250 0.01440 -0.107 1.317 -1.533 0.063
O 0.75338 -0.17898 1.42806 0.732 -1.544 0.156 -0.069
H 1.08999 0.38437 2.13729 -0.581 0.410 -0.763 0.067
H 0.18227 0.22555 0.76724 0.290 0.760 0.482 0.039
O -1.15159 -3.33097 1.91723 0.171 1.536 -0.330 -0.134
H -1.22297 -2.37595 2.29965 0.587 -2.469 -1.834 0.073
H -0.78474 -3.37829 0.97911 -0.697 1.009 2.135 0.049
O -1.19742 1.05572 -2.26548 2.185 -3.239 1.691 -0.066
H -1.60119 1.61203 -2.88191 -0.434 0.786 -2.077 0.007
H -0.57796 0.32044 -2.59960 -1.423 2.184 -0.021 0.078
O 3.87812 -2.02129 -0.96792 -0.224 -1.452 0.514 -0.071
H 3.19799 -2.62946 -1.33872 0.644 0.509 0.169 0.061
H 4.06721 -2.38826 -0.07696 -0.064 0.340 -0.850 0.074
O -1.29131 -2.43537 -1.93289 -1.365 -0.135 -0.278 -0.097
H -1.83061 -1.76510 -2.47011 0.561 -2.028 1.337 0.101
H -1.74232 -3.30333 -1.70773 0.196 2.022 -0.891 0.100
```
Positions in Å, forces in eV/Å.

=====

Entry from the Open Molecules 2025 dataset: 10 unconnected molecules or ions with the total composition C3H25N2O10S in a non-equilibrium geometry (ωB97M-V/def2-TZVPD).

The calculation puts the calculated total energy at -37810.126 eV. As for the orbital gap: 6.7 eV. The calculation puts the energy above the lowest of the compared OMol25 structures with the same formula, charge and spin at 218.9 kJ/mol. The charge is -1.

Geometry as XYZ:
```
41
Properties=species:S:1:pos:R:3:forces:R:3:lowdin_charge:R:1
N 2.25737 1.98077 1.04639 -0.581 0.232 0.931 0.050
C 0.76156 1.85083 0.92631 1.818 -0.402 0.699 -0.396
C 0.30990 1.73251 -0.49872 0.432 0.512 -0.200 -0.616
S -1.49065 1.63861 -0.58423 0.153 -0.325 -0.913 0.569
C 0.39426 0.55512 1.70573 0.907 0.072 0.651 -0.501
N 0.26801 0.67025 3.04721 0.145 1.884 0.229 0.190
O 0.42875 -0.53968 1.15048 0.031 -0.461 -0.605 -0.016
H 2.48447 2.94685 0.86707 0.162 0.033 -0.100 0.060
H 2.81388 1.41634 0.42947 -0.284 -0.084 -0.403 0.018
H 0.47704 2.76089 1.45954 -0.943 -0.274 -0.154 0.131
H 0.63896 2.63318 -1.03604 0.083 -0.200 0.123 0.066
H 0.94482 0.91043 -0.89212 -0.950 0.172 -0.222 0.054
H 0.39862 1.59591 3.43998 -0.219 -0.158 -0.434 0.109
H 0.00792 0.00261 3.74772 -0.067 -1.016 -0.685 0.087
H -0.88756 0.68302 -3.22798 0.883 0.464 0.874 0.014
H -0.99181 -0.42937 -4.03959 0.483 -0.702 0.044 0.052
O -0.28642 -0.02726 -3.50321 -0.754 0.202 -0.968 -0.092
H 3.08401 0.05028 -2.07435 0.561 1.329 -0.873 0.023
H 2.92439 -0.21159 -0.76414 0.674 0.653 1.107 0.004
O 3.36050 0.51327 -1.25165 -0.695 -1.802 -0.494 -0.084
H -2.54415 -1.18632 -2.21300 -0.306 0.679 -0.362 0.005
H -2.32328 0.30010 -2.19508 -0.304 0.231 0.469 -0.121
O -2.77400 -0.38194 -2.72621 -0.420 -0.751 -0.223 -0.155
H -2.67872 -1.33881 0.88724 0.467 0.648 0.078 0.014
H -2.12278 -0.23768 1.87016 -0.050 0.059 -0.522 0.000
O -2.72208 -0.99079 1.79121 -0.742 -0.416 0.641 -0.081
H -1.61998 -1.98555 3.04479 -0.025 0.233 -0.282 0.010
H -0.23625 -2.22809 2.46173 0.012 0.418 -0.098 0.012
O -0.68673 -2.05683 3.29450 0.085 -0.667 0.705 -0.085
H -2.05953 2.18164 1.23047 -1.067 -0.175 1.043 -0.119
H -3.35585 1.56399 1.82333 0.030 -0.001 -0.054 -0.003
O -2.63153 2.14183 2.08521 0.667 0.253 -0.394 -0.203
H 1.68038 -1.59631 -0.37615 -0.286 -0.079 0.068 0.017
H 2.32261 -2.72686 0.30999 0.312 -0.178 -0.179 0.066
O 2.28039 -2.33855 -0.57423 -0.503 0.375 0.703 -0.059
H 1.20206 -1.09061 -3.17045 0.607 0.279 0.051 0.015
H 2.41165 -1.55944 -2.27641 -0.391 -0.556 -0.798 -0.012
O 2.17157 -1.25324 -3.16990 -0.058 -0.032 0.430 -0.081
H -1.55112 -2.72764 -0.54181 -0.327 0.015 0.013 0.080
H -0.88703 -1.42838 -0.83189 -0.350 0.737 0.271 0.051
O -1.77367 -1.79345 -0.67136 0.810 -1.200 -0.167 -0.071
```
Positions in Å, forces in eV/Å.

=====

Entry from the Open Molecules 2025 dataset: 9 unconnected molecules or ions with the total composition C3H25NO8 in a non-equilibrium geometry (ωB97M-V/def2-TZVPD).

The calculation puts the calculated total energy at -21386.802 eV. The SMILES is CC(C)N.O.O.O.O.O.O.O.O. As for the orbital gap: 9.4 eV. The calculation puts the energy above the lowest of the compared OMol25 structures with the same formula, charge and spin at 0.0 kJ/mol. The charge is 0.

Geometry as XYZ:
```
37
Properties=species:S:1:pos:R:3:forces:R:3:lowdin_charge:R:1
C -3.25702 2.28681 1.17483 0.924 -0.447 0.554 -0.066
C -2.67762 1.12386 0.29943 -1.155 1.055 0.589 -0.506
C -1.18765 1.28268 0.06514 -0.667 0.623 1.398 -0.068
N -2.96444 -0.18904 0.85572 0.514 0.092 -1.273 0.024
H -3.80769 3.02464 0.59741 -0.122 -0.001 0.098 0.068
H -3.83865 1.85398 1.98864 -0.544 0.083 -0.304 0.063
H -2.45640 2.78652 1.72804 0.120 0.244 -0.251 0.062
H -3.25192 1.24592 -0.62572 0.341 -0.496 -0.288 0.121
H -0.83088 0.33548 -0.30551 0.726 0.362 -0.444 0.032
H -0.97223 2.22967 -0.42282 0.101 -0.433 -1.012 0.093
H -0.71084 1.49914 1.02903 0.024 -0.628 0.196 0.079
H -3.95175 -0.36970 0.95933 0.336 -0.152 0.587 0.073
H -2.30717 -0.47342 1.56519 -0.505 -0.152 0.308 0.060
O -0.49357 -0.48148 -2.54247 0.084 0.282 0.003 -0.051
H -1.28528 -0.39695 -1.99632 -0.039 -0.372 -0.183 0.043
H -0.23589 -1.40553 -2.62835 -0.202 -0.041 -0.179 0.064
O 0.80502 -1.87011 -0.38892 1.038 -0.319 -0.111 -0.072
H 0.59963 -2.44586 0.37125 -0.651 0.475 -0.151 0.026
H 0.01647 -1.50535 -0.79364 -0.151 -0.159 0.571 -0.003
O -1.39624 1.94216 -3.87470 -0.018 -0.549 0.314 -0.072
H -2.13924 1.34434 -4.02447 -0.079 0.292 -0.198 0.029
H -0.77934 1.32968 -3.44051 0.092 0.312 -0.209 -0.003
O -0.10718 -2.36368 2.01594 -0.114 0.219 -0.216 -0.080
H 0.22754 -1.71403 2.68877 -0.164 -0.922 0.013 0.004
H -0.72620 -2.98845 2.39955 0.131 0.175 0.348 0.057
O 4.21788 0.93182 -0.94076 -0.564 0.291 -0.037 -0.082
H 3.64436 0.59405 -1.66483 0.625 -0.213 0.371 0.003
H 3.72996 1.70016 -0.62003 0.255 0.081 0.009 0.034
O 1.02490 -1.01440 3.97102 0.062 1.034 0.438 -0.051
H 0.64303 -0.12210 4.00843 -0.171 -0.313 0.124 0.073
H 1.94754 -0.77278 3.79557 0.010 -0.422 -0.342 0.058
O 2.23500 -0.04512 1.66510 0.316 -0.090 -0.266 -0.062
H 1.74609 -0.72192 1.17224 -0.123 0.109 -0.087 0.006
H 3.01703 0.09563 1.10948 -0.037 0.097 0.077 0.030
O 2.60156 -0.80028 -2.21112 -0.190 0.248 0.152 -0.063
H 1.89719 -0.25406 -1.82940 -0.177 -0.257 -0.349 0.028
H 2.77122 -1.39822 -1.46904 -0.024 -0.109 -0.251 0.047
```
Positions in Å, forces in eV/Å.